The following is a DFT calculation (wB97M-V/def2-TZVPD) of a 13-piece molecular cluster, C68H173N15O24 overall in a non-equilibrium geometry.

Last column: Löwdin charge in e.
Positions of all 280 atoms, in Å:
C 4.020 -0.071 -3.146  -0.068
O 2.873 -0.655 -2.439  -0.228
C 2.833 -0.526 -0.977  -0.163
C 1.424 -0.187 -0.518  -0.224
N 1.224 1.203 -0.794  -0.041
C -0.209 1.575 -0.657  -0.163
C -0.711 1.422 0.727  -0.203
O -0.941 0.017 0.971  -0.204
C -1.685 -0.081 2.160  -0.089
H 4.028 1.024 -3.064  0.076
H 3.977 -0.411 -4.201  0.089
H 4.972 -0.398 -2.749  0.049
H 3.513 0.281 -0.672  0.120
H 3.048 -1.502 -0.605  0.076
H 1.348 -0.423 0.539  0.118
H 0.661 -0.811 -1.014  0.116
H 1.462 1.282 -1.780  0.093
H -0.892 1.133 -1.422  0.127
H -0.208 2.660 -0.831  0.102
H -1.633 1.982 0.931  0.112
H 0.021 1.775 1.443  0.106
H -1.131 0.437 2.933  0.077
H -1.611 -1.133 2.453  0.081
H -2.674 0.362 2.021  0.084
C 6.677 -2.566 -2.695  -0.122
O 6.883 -2.345 -4.068  -0.197
C 6.358 -3.440 -4.787  -0.225
C 6.632 -3.178 -6.267  -0.204
N 6.080 -1.998 -6.905  -0.064
C 4.629 -2.058 -7.170  -0.190
C 4.052 -0.672 -7.491  -0.213
O 4.363 -0.200 -8.798  -0.196
C 5.694 0.231 -9.051  -0.101
H 5.607 -2.603 -2.461  0.063
H 7.200 -1.727 -2.251  0.094
H 7.043 -3.545 -2.374  0.084
H 5.270 -3.563 -4.532  0.110
H 6.880 -4.362 -4.457  0.129
H 6.321 -4.052 -6.848  0.124
H 7.723 -3.083 -6.362  0.103
H 6.321 -1.170 -6.341  0.104
H 4.117 -2.505 -6.291  0.107
H 4.437 -2.714 -8.054  0.135
H 4.437 0.070 -6.771  0.110
H 2.957 -0.756 -7.472  0.116
H 6.423 -0.561 -9.058  0.057
H 6.015 0.865 -8.225  0.076
H 5.634 0.792 -9.979  0.091
C 4.520 7.302 8.439  -0.141
O 4.587 7.079 7.060  -0.198
C 4.833 5.673 6.760  -0.202
C 4.945 5.445 5.234  -0.175
N 5.356 4.038 4.924  -0.057
C 5.706 3.863 3.538  -0.252
C 5.872 2.457 3.133  -0.225
O 4.679 1.752 3.482  -0.222
C 4.829 0.390 3.200  -0.112
H 4.279 8.354 8.554  0.084
H 5.493 7.132 8.915  0.088
H 3.730 6.687 8.888  0.086
H 4.005 5.108 7.188  0.110
H 5.712 5.242 7.222  0.113
H 5.765 6.102 4.924  0.118
H 4.055 5.748 4.646  0.123
H 4.579 3.396 5.003  0.096
H 6.603 4.439 3.365  0.128
H 4.906 4.246 2.879  0.111
H 6.667 1.960 3.688  0.125
H 5.950 2.417 2.035  0.120
H 4.676 0.152 2.123  0.094
H 4.024 -0.052 3.741  0.080
H 5.799 0.062 3.527  0.081
C -7.216 -0.209 -2.900  -0.098
O -7.404 0.421 -1.662  -0.240
C -8.381 1.465 -1.679  -0.195
C -8.829 1.535 -0.242  -0.193
N -7.686 1.752 0.686  -0.037
C -7.978 1.516 2.088  -0.224
C -6.748 1.674 2.956  -0.206
O -5.858 0.544 2.845  -0.209
C -5.048 0.221 4.007  -0.064
H -6.429 -0.900 -2.685  0.066
H -6.945 0.554 -3.645  0.099
H -8.075 -0.809 -3.141  0.087
H -9.231 1.207 -2.325  0.129
H -7.939 2.367 -2.051  0.115
H -9.395 0.643 -0.005  0.102
H -9.516 2.372 -0.099  0.119
H -7.017 1.072 0.366  0.069
H -8.457 0.546 2.247  0.109
H -8.719 2.272 2.441  0.132
H -7.064 1.803 4.003  0.119
H -6.273 2.610 2.587  0.110
H -4.092 0.724 3.968  0.032
H -4.820 -0.834 3.899  0.078
H -5.611 0.429 4.922  0.095
C 10.731 1.166 -10.324  -0.150
O 9.947 0.760 -9.274  -0.196
C 10.331 -0.482 -8.736  -0.214
C 9.349 -0.920 -7.634  -0.195
N 9.726 -0.437 -6.291  -0.027
C 9.433 0.965 -6.128  -0.239
C 9.635 1.369 -4.699  -0.203
O 8.658 0.731 -3.830  -0.201
C 7.400 1.434 -3.937  -0.091
H 10.454 2.144 -10.682  0.083
H 10.638 0.553 -11.248  0.091
H 11.789 1.055 -10.045  0.090
H 11.337 -0.404 -8.328  0.123
H 10.282 -1.244 -9.539  0.127
H 9.347 -1.999 -7.697  0.105
H 8.345 -0.674 -7.933  0.081
H 9.178 -1.006 -5.649  0.098
H 8.433 1.263 -6.415  0.102
H 10.108 1.583 -6.747  0.131
H 9.434 2.434 -4.614  0.105
H 10.654 1.117 -4.353  0.133
H 6.900 1.212 -4.889  0.075
H 7.610 2.512 -3.875  0.088
H 6.787 1.118 -3.095  0.073
C 1.308 2.474 -4.752  -0.087
O 1.009 3.160 -3.527  -0.209
C 0.585 4.506 -3.771  -0.240
C 0.045 5.191 -2.569  -0.225
N -1.320 4.756 -2.307  -0.053
C -1.867 5.247 -1.064  -0.216
C -3.288 4.716 -0.852  -0.200
O -3.217 3.354 -0.400  -0.236
C -4.478 2.759 -0.211  -0.115
H 0.476 2.449 -5.460  0.092
H 1.603 1.463 -4.512  0.070
H 2.225 2.834 -5.243  0.092
H -0.125 4.553 -4.626  0.133
H 1.435 5.093 -4.132  0.119
H 0.073 6.291 -2.711  0.133
H 0.736 5.017 -1.713  0.120
H -1.321 3.729 -2.245  0.092
H -1.972 6.333 -1.154  0.122
H -1.290 5.029 -0.137  0.114
H -3.807 4.722 -1.815  0.118
H -3.907 5.273 -0.127  0.125
H -4.310 1.760 0.169  0.072
H -5.035 2.634 -1.171  0.091
H -5.139 3.364 0.408  0.076
C 0.191 3.956 2.985  -0.117
O -0.964 3.350 3.490  -0.214
C -2.100 4.191 3.282  -0.215
C -3.340 3.706 4.015  -0.188
N -3.463 4.257 5.373  -0.041
C -2.261 4.026 6.146  -0.210
C -2.468 4.352 7.632  -0.226
O -3.491 3.526 8.072  -0.199
C -3.865 3.724 9.401  -0.112
H 0.228 4.942 3.453  0.087
H 0.105 4.111 1.891  0.080
H 1.052 3.316 3.215  0.095
H -2.349 4.278 2.210  0.114
H -1.912 5.203 3.700  0.128
H -3.287 2.598 4.013  0.096
H -4.272 3.877 3.464  0.111
H -4.190 3.855 5.932  0.093
H -1.442 4.617 5.769  0.107
H -1.949 2.978 6.002  0.108
H -2.743 5.412 7.785  0.130
H -1.543 4.162 8.243  0.135
H -3.034 3.544 10.070  0.083
H -4.664 3.024 9.548  0.088
H -4.186 4.709 9.693  0.083
C 0.559 -3.379 -6.124  -0.100
O 0.027 -2.897 -4.907  -0.209
C -0.844 -3.817 -4.291  -0.244
C -1.295 -3.302 -2.977  -0.255
N -2.203 -2.209 -3.072  -0.032
C -2.402 -1.474 -1.819  -0.191
C -3.252 -0.303 -2.176  -0.217
O -2.601 0.597 -3.050  -0.186
C -3.323 1.699 -3.522  -0.092
H 1.364 -4.108 -5.994  0.078
H 0.971 -2.481 -6.599  0.082
H -0.229 -3.822 -6.733  0.087
H -0.377 -4.795 -4.289  0.123
H -1.773 -3.867 -4.908  0.136
H -0.409 -3.056 -2.376  0.107
H -1.771 -4.191 -2.521  0.130
H -1.728 -1.538 -3.687  0.116
H -1.464 -1.172 -1.351  0.092
H -2.972 -2.143 -1.167  0.113
H -3.399 0.205 -1.237  0.098
H -4.185 -0.656 -2.621  0.119
H -4.389 1.528 -3.711  0.085
H -2.771 1.961 -4.423  0.093
H -3.294 2.561 -2.857  0.055
C -5.345 -1.597 0.603  -0.094
O -5.216 -2.584 -0.438  -0.202
C -5.988 -3.785 -0.083  -0.175
C -7.304 -3.857 -0.849  -0.201
N -8.197 -2.763 -0.574  -0.041
C -8.633 -2.593 0.826  -0.192
C -9.606 -3.686 1.146  -0.223
O -8.955 -4.892 1.495  -0.211
C -9.801 -6.022 1.617  -0.106
H -5.412 -2.028 1.605  0.072
H -6.276 -1.041 0.453  0.062
H -4.478 -0.933 0.562  0.074
H -6.122 -3.848 0.991  0.101
H -5.357 -4.573 -0.455  0.112
H -7.791 -4.811 -0.576  0.117
H -7.061 -3.876 -1.931  0.129
H -7.742 -1.895 -0.861  0.070
H -9.136 -1.632 0.962  0.108
H -7.792 -2.520 1.539  0.106
H -10.188 -3.879 0.280  0.118
H -10.104 -3.306 2.007  0.113
H -10.490 -5.889 2.469  0.086
H -9.214 -6.926 1.782  0.088
H -10.484 -6.138 0.760  0.088
C -1.888 0.032 5.965  -0.100
O -2.494 -1.202 6.204  -0.232
C -2.047 -1.730 7.449  -0.220
C -2.969 -2.834 7.785  -0.223
N -4.332 -2.336 7.773  -0.059
C -5.363 -3.346 7.909  -0.201
C -5.437 -4.487 6.838  -0.257
O -5.593 -4.065 5.535  -0.191
C -6.929 -3.608 5.208  -0.058
H -2.046 0.679 6.832  0.089
H -2.387 0.385 5.068  0.059
H -0.844 -0.091 5.754  0.091
H -2.051 -0.898 8.172  0.127
H -1.013 -2.106 7.315  0.137
H -2.801 -3.199 8.799  0.129
H -2.824 -3.623 7.043  0.112
H -4.454 -1.802 6.894  0.111
H -6.323 -2.829 7.938  0.106
H -5.272 -3.919 8.857  0.122
H -6.275 -5.105 7.178  0.113
H -4.545 -5.100 6.859  0.110
H -7.114 -3.713 4.167  0.064
H -7.073 -2.590 5.560  0.084
H -7.651 -4.288 5.653  0.086
C -2.589 -3.462 3.725  -0.045
O -1.532 -3.361 2.700  -0.250
C -1.688 -4.370 1.654  -0.166
C -0.562 -4.108 0.651  -0.178
N 0.719 -4.352 1.358  -0.059
C 1.919 -3.899 0.669  -0.183
C 3.172 -4.236 1.543  -0.213
O 4.290 -3.937 0.755  -0.230
C 5.535 -4.299 1.298  -0.108
H -3.510 -3.366 3.177  0.066
H -2.326 -2.689 4.444  0.076
H -2.715 -4.462 4.083  0.075
H -2.668 -4.211 1.213  0.112
H -1.579 -5.317 2.151  0.115
H -0.550 -3.078 0.292  0.099
H -0.547 -4.711 -0.263  0.114
H 0.605 -3.857 2.222  0.090
H 1.842 -2.850 0.344  0.097
H 2.183 -4.528 -0.179  0.107
H 3.151 -5.318 1.780  0.129
H 3.218 -3.698 2.509  0.126
H 5.648 -5.347 1.578  0.090
H 5.796 -3.692 2.164  0.084
H 6.294 -4.057 0.539  0.087
C 3.135 -4.818 -3.251  -0.624
O 2.647 -5.588 -4.055  0.024
N 2.724 -3.513 -3.039  0.184
N 4.223 -5.174 -2.383  0.148
H 3.190 -3.067 -2.254  0.063
H 1.942 -3.020 -3.433  0.080
H 4.691 -6.052 -2.439  0.090
H 4.299 -4.655 -1.531  0.044
C 4.237 3.719 -0.165  -0.587
O 5.306 4.192 0.248  0.002
N 3.706 3.959 -1.462  0.151
N 3.378 2.930 0.612  0.173
H 4.128 4.671 -2.022  0.086
H 2.937 3.465 -1.857  0.044
H 3.737 2.690 1.515  0.056
H 2.519 2.523 0.285  0.049

Cartesian forces, eV/Å:
-0.977 -0.417 0.520
0.647 0.840 -0.221
-0.433 0.273 -1.555
0.887 -0.767 -0.367
-1.352 0.433 -0.090
0.501 1.523 -1.121
-0.366 -1.378 0.286
-0.318 1.006 -0.211
1.067 -0.905 0.162
-0.276 -0.051 -0.181
-0.228 0.281 0.633
0.189 -0.367 0.291
0.063 -0.433 0.217
0.887 -0.577 0.599
0.017 0.178 0.247
0.328 -0.143 -0.040
-0.117 0.416 -0.096
0.517 -0.011 0.568
-0.190 -0.061 -0.187
0.054 -0.028 -0.392
0.408 0.155 0.283
-0.133 0.604 0.513
-0.893 0.115 -0.156
-0.257 -0.288 0.260
-0.034 0.417 -0.201
-0.235 -0.510 -0.096
-0.660 0.105 -0.251
0.455 -0.373 -0.194
-0.367 0.528 0.273
0.357 -0.113 0.123
0.544 -0.345 -0.535
-0.257 -0.424 -0.039
-0.707 0.212 0.774
-0.049 0.379 0.074
-0.100 -0.135 0.726
0.495 0.035 0.039
0.723 0.069 -0.337
-0.238 0.194 -0.295
0.080 0.016 0.042
-0.127 -0.236 0.022
-0.320 -0.483 -0.268
-0.191 0.281 -0.391
0.190 0.347 0.619
-0.325 -0.105 0.172
0.295 0.291 0.168
0.084 -0.577 -0.442
0.090 0.536 0.054
0.303 -0.031 -0.013
0.036 0.220 -0.062
0.702 -1.535 -0.962
-1.170 0.423 -0.637
0.450 -0.432 0.104
-0.455 0.408 0.749
-0.464 1.508 -0.467
-0.383 -0.745 -0.041
-0.005 0.598 -0.229
-0.800 0.315 -0.791
-0.137 0.093 0.170
-0.131 -0.215 0.136
0.167 0.031 0.198
-0.327 -0.162 -0.063
0.620 0.423 0.220
-0.055 -0.120 -0.220
0.168 -0.046 0.515
-0.379 0.146 0.802
0.351 0.082 -0.510
0.241 0.340 -0.007
0.521 0.029 -0.305
0.674 -0.052 0.276
0.302 0.214 0.380
-0.376 -0.917 0.447
0.434 -0.540 0.192
0.391 0.517 0.478
-0.492 0.457 0.209
0.075 -1.311 0.691
-0.005 1.451 0.987
-0.441 -0.192 -1.048
-0.688 0.317 0.075
0.543 0.011 0.017
-0.238 0.365 0.355
-0.963 0.059 -1.222
0.839 -0.413 -0.456
-0.078 -0.549 -0.212
-0.699 -0.041 -0.597
0.078 -0.081 0.074
0.360 0.771 -0.128
-0.107 -0.577 0.093
-0.112 0.057 -0.109
0.603 -0.183 0.195
0.022 -0.321 0.167
0.452 -0.314 -0.292
0.162 -0.027 -0.174
0.124 -0.446 0.456
0.073 0.508 0.162
-0.137 -0.256 0.256
0.259 -0.048 0.030
1.103 -0.794 -1.376
-1.138 0.238 0.602
-0.965 -0.403 -0.004
1.326 0.185 -0.351
-0.555 -1.009 -1.150
0.819 0.417 0.151
-0.563 -0.296 0.795
-0.033 0.684 -0.504
1.003 -0.436 0.143
0.080 0.593 0.495
-0.256 -0.291 0.466
0.080 0.619 -0.126
0.311 -0.197 0.042
0.291 0.224 0.192
0.253 -0.437 0.585
-0.626 0.585 -0.135
0.099 0.412 0.352
-0.629 -0.072 -0.368
-0.133 -0.379 0.090
0.496 0.353 0.026
-0.586 0.022 0.017
-0.060 0.032 0.182
-0.349 -0.136 0.051
-0.020 0.034 -0.108
0.636 -0.059 0.385
-0.300 0.114 -0.590
0.642 0.176 -1.540
-0.117 0.238 0.977
0.172 -0.941 0.336
-1.060 0.429 0.633
-0.059 -0.860 0.061
0.377 0.464 -0.072
-0.430 0.110 -1.177
-0.035 0.193 0.165
-0.393 -0.465 0.399
-0.329 0.655 0.002
-0.009 -0.279 0.598
0.362 -0.072 0.031
-0.196 -0.533 -0.167
-0.216 -0.111 -0.186
0.031 0.467 -0.238
0.205 0.051 0.137
0.061 0.030 -0.464
-0.112 0.166 -0.116
0.451 0.173 -0.124
-0.084 -0.099 0.428
0.376 0.092 0.305
0.051 -0.045 0.455
-0.230 0.281 -0.322
-1.189 -0.291 0.077
-0.439 0.624 0.170
-0.437 -1.314 0.561
0.670 0.631 -0.426
0.368 -0.273 0.561
0.908 0.238 -0.360
-0.660 -0.114 -0.104
0.190 -0.451 0.175
0.756 0.172 -0.022
0.203 -0.108 0.252
-0.189 0.344 -0.021
0.358 -0.053 0.135
0.234 -0.208 -0.465
0.243 0.144 0.208
0.302 0.525 -0.045
-0.779 -0.361 -0.284
0.339 0.372 -0.134
0.148 0.013 0.461
0.080 -0.194 -0.229
-0.443 0.108 -0.608
0.426 -0.550 0.330
-0.349 -0.307 0.543
-0.424 0.817 -0.545
0.181 0.735 -0.030
0.479 0.180 0.250
-0.933 0.345 -1.571
0.477 -1.502 1.177
0.559 0.958 -0.683
-0.087 -1.061 -1.273
-0.291 0.718 0.655
0.515 -0.804 -0.024
0.250 0.283 -0.194
-0.065 -0.115 0.267
-0.071 -0.344 -0.266
-0.069 0.035 -0.223
0.100 -0.333 0.469
0.412 -0.284 0.052
0.157 -0.048 0.225
-0.038 0.479 0.297
-0.445 -0.160 -0.066
0.053 0.036 0.188
0.081 0.319 0.271
-0.733 0.501 0.527
-0.116 0.093 0.120
0.111 -0.467 -0.244
-0.479 0.303 -0.252
0.210 0.044 0.402
-0.165 -0.015 -0.712
-0.864 -0.374 1.569
0.701 0.783 -1.402
0.496 -0.540 0.227
-0.272 1.650 0.074
0.916 -0.277 -0.976
1.177 -0.216 1.015
0.715 -0.697 0.043
-0.893 0.660 0.360
0.242 -0.199 -0.013
0.199 0.287 0.052
-0.134 0.005 -0.060
0.044 -0.083 0.189
0.232 -0.722 0.194
0.203 0.354 -0.261
-0.271 0.065 0.502
-0.182 -0.252 -0.075
-0.158 -0.046 -0.484
-0.214 -0.458 0.046
-1.132 0.157 -0.679
-1.396 -0.076 0.743
0.245 -0.081 0.062
0.097 0.274 -0.172
0.456 -0.054 -0.168
-0.833 0.032 -0.431
0.056 -0.540 0.518
0.810 0.623 -0.611
-0.969 -0.421 0.379
-0.352 0.469 -0.735
0.033 -0.881 -0.285
-0.148 0.643 1.486
-0.928 0.583 -1.619
0.967 -0.686 1.209
0.066 0.353 -0.217
0.189 0.602 0.043
0.873 0.086 -0.045
-0.045 -0.414 0.118
-0.274 0.179 0.272
0.395 -0.290 -0.052
0.159 -0.317 0.097
-0.068 -0.541 0.760
-0.068 -0.050 0.037
0.125 0.618 -0.187
-0.111 -0.259 -0.182
0.276 -0.106 0.059
0.358 0.249 -1.064
-0.199 0.144 -0.059
-0.222 0.034 0.476
1.321 0.274 -2.257
-0.586 -0.903 0.375
0.606 1.883 0.337
1.265 -0.240 0.286
-0.338 -0.428 -0.541
0.668 -0.745 1.041
-0.875 0.212 0.299
0.396 0.001 -0.527
0.749 0.577 -0.314
-0.817 0.988 0.065
-0.593 -0.285 0.138
0.687 -0.744 0.875
-0.272 -0.310 -0.250
-0.090 -0.772 -0.176
-0.574 0.411 0.072
-0.509 -0.304 0.292
0.290 0.290 0.561
0.333 -0.126 0.174
-0.804 0.050 -0.563
-0.145 0.334 -0.112
-0.095 0.034 -0.285
-0.382 -0.209 -0.097
-0.173 0.108 0.320
-0.257 -0.200 0.125
0.272 -0.223 0.882
0.297 0.272 -0.091
1.386 -0.697 1.020
-1.407 1.205 -1.118
-0.382 0.277 -0.544
-0.235 -0.442 -0.372
-0.301 -0.408 -0.217
0.214 0.001 0.408
-0.888 0.001 -0.288
-1.738 -0.757 -0.815
1.253 0.056 1.601
1.694 1.155 -0.547
0.317 0.071 -0.031
-0.536 -0.317 0.084
-0.043 -0.196 0.367
-0.193 -0.244 -0.398

* net charge: 0
* HOMO level: -8.562 eV
* E: -5321.2943 hartree
* relative energy (zero: lowest compared OMol25 entry of this formula, charge and spin): 7.2 kcal per mole
* strongest force on any atom: 2.63 eV Å⁻¹